(1)
DFT (wB97M-V/def2-TZVPD) results for one molecule with the formula C3H7N3S2.

Calculated values
ΔE to the lowest compared entry with this formula, charge and spin ... 35.1 kcal per mole
SMILES string ... CN=C1NSCSN1
Total charge ... 0
Lowest unoccupied orbital energy ... 0.54 eV
HOMO ... -8.4 eV

Atoms and positions in Å:
C -0.2579 0.5523 -2.5219
N 0.3168 1.1165 -1.3190
C 0.1889 0.4492 -0.2332
N -0.5083 -0.7406 -0.0712
S -0.1846 -1.9815 1.0959
C 0.0456 -0.8988 2.5171
S 1.4147 0.2298 2.2183
N 0.5954 1.0817 0.9562
H -0.0071 1.1850 -3.3461
H -1.3402 0.5034 -2.4895
H 0.0828 -0.4707 -2.7250
H -0.8308 -1.1085 -0.9415
H -0.8455 -0.3483 2.7321
H 0.2999 -1.5406 3.3774
H 1.0301 1.9710 0.7505

(2)
DFT (wB97M-V/def2-TZVPD) results for an isolated ion of composition C3H7N4 and charge +1 at a distorted geometry.

Calculated values
ΔE to the lowest compared entry with this formula, charge and spin ... 98.9 kcal per mole
SMILES string ... N[N@@H+]1CC=NC=N1
Total charge ... +1
Lowest unoccupied orbital energy ... -5.07 eV
HOMO ... -15.3 eV

Atoms and positions in Å:
N 2.0231 0.4744 0.0935
N 0.5570 0.2119 0.3316
C 0.0723 -1.0135 -0.1783
C -1.3292 -1.0416 0.1511
N -2.0420 -0.0129 0.1201
C -1.4169 1.1899 -0.1772
N -0.1866 1.4150 -0.0381
H 2.3180 1.3598 0.2625
H 2.3745 0.0973 -0.7664
H 0.6364 0.1730 1.3019
H 0.7330 -1.7773 0.3723
H 0.1169 -0.9938 -1.2075
H -1.7695 -2.0078 0.1931
H -2.0868 1.9257 -0.4587

(3)
DFT (wB97M-V/def2-TZVPD) results for an isolated ion of composition C3H7N4 and charge +1 at a distorted geometry.

Calculated values
ΔE to the lowest compared entry with this formula, charge and spin ... 84.1 kcal per mole
SMILES string ... NC[n+]1ccn[nH]1
Total charge ... +1
Lowest unoccupied orbital energy ... -4.81 eV
HOMO ... -14.8 eV

Atoms and positions in Å:
N -0.2425 0.9793 -2.2201
C -0.3381 1.2136 -0.7524
N -0.0093 0.1061 0.1838
C -0.7740 -0.8056 0.6277
C -0.0287 -1.5703 1.6688
N 1.1331 -1.0738 1.8725
N 1.3674 -0.0581 1.1869
H -1.0460 0.3431 -2.4569
H 0.6214 0.4715 -2.5044
H 0.4119 1.9730 -0.6027
H -1.2964 1.5401 -0.3318
H -1.7923 -0.9498 0.2034
H -0.3529 -2.5043 2.0866
H 2.3463 0.3349 1.0385